Here is a 8-piece molecular cluster, C14H43ClN9O14 overall from OMol25. Energies are from ωB97M-V with the def2-TZVPD basis set.

## Properties
HOMO-LUMO gap, eV: 8.6
Energy, a.u.: -2565.47945
HOMO energy, eV: -6.33
LUMO energy, eV: 2.296
Net charge: -1

Element x y z (Å)
H: -2.778 4.133 -4.739
H: 2.694 3.724 0.492
C: -2.693 0.669 3.343
C: 1.998 0.194 5.600
H: 3.542 1.338 5.348
H: 2.241 -3.015 -0.837
C: 0.902 4.749 0.170
H: 0.075 0.969 5.001
N: 1.757 3.674 0.155
O: 2.401 0.500 1.155
H: -3.378 3.516 -2.307
H: 0.558 -4.259 -0.212
H: 0.367 -6.533 -1.121
H: 1.035 2.063 5.908
N: 5.534 -0.184 1.141
N: -1.966 1.787 3.007
H: 0.825 6.677 0.461
C: -2.700 1.741 -1.423
H: -1.853 1.055 -1.412
N: -2.203 -0.515 2.917
O: -3.836 0.799 3.804
Cl: 1.153 -0.157 0.815
C: -2.327 3.132 -4.847
H: -1.264 3.401 -4.860
C: -2.568 2.789 -2.501
H: 1.329 2.817 -0.154
N: -3.941 0.936 -1.567
H: 3.965 -1.766 0.259
N: 0.034 -0.336 -3.060
H: 2.057 -6.533 -1.518
H: -1.228 -0.258 -5.965
C: 5.913 -1.445 0.821
H: -1.091 1.609 2.544
C: -2.976 -1.214 -0.345
N: 1.496 5.929 0.534
H: -2.720 2.632 -5.727
O: 1.532 -0.991 -0.317
O: 0.152 0.793 0.457
H: -2.990 -1.507 0.707
C: 1.107 1.334 5.100
H: -3.524 -4.031 -0.413
O: 7.032 -1.928 0.959
H: -1.660 3.396 -2.440
H: 4.578 0.103 1.065
O: -2.799 2.300 -3.814
O: 0.709 -5.435 -2.759
H: -1.245 -0.592 2.614
H: -1.877 -3.452 -0.415
H: -5.014 -0.631 -0.709
H: 2.420 5.955 0.903
H: -2.534 2.602 2.883
H: 0.449 -0.244 -5.514
H: -4.180 0.368 0.417
H: 1.818 -5.257 0.398
C: 1.477 -4.766 -0.526
C: -4.049 -0.144 -0.555
H: -1.944 -0.863 -0.491
C: -0.934 -0.450 -3.993
H: 1.458 -0.369 6.359
O: -2.131 -0.422 -3.715
H: 1.326 -4.756 -3.060
H: -0.224 -0.250 -2.094
O: -3.182 -2.170 -1.373
H: -2.755 -1.338 3.066
H: 2.268 -0.500 4.794
C: 1.162 -5.895 -1.514
C: -2.798 -3.465 -1.015
N: -0.507 -0.442 -5.292
H: 1.739 1.377 3.247
O: 1.582 2.007 3.961
H: -4.540 1.585 -1.055
H: 0.989 -0.231 -3.340
O: 3.222 0.768 6.055
H: -2.585 2.291 -0.477
H: 4.868 -3.163 0.053
N: 4.873 -2.199 0.323
O: -0.262 4.677 -0.210
H: 6.053 0.292 1.859
O: 2.438 -3.920 -1.102
O: 0.742 -0.942 1.965
H: -2.610 -4.117 -1.870

=====

Here is a 6-piece molecular cluster, C14H43N7O6 overall from OMol25. Energies are from ωB97M-V with the def2-TZVPD basis set.

## Properties
HOMO-LUMO gap, eV: 9.3
SMILES: COC[C@H](C)N.COC[C@H](C)N.COC[C@H](C)N.NC(N)=O.NC(N)=O.O
Energy, a.u.: -1393.89936
HOMO energy, eV: -9.00
LUMO energy, eV: 0.340
Relative energy (zero: lowest compared OMol25 entry of this formula, charge and spin), kcal/mol: 30.5

Element x y z (Å)
H: -4.366 2.541 -0.096
C: -2.218 0.367 3.297
H: 5.278 0.887 -0.646
H: -0.625 -0.382 -3.797
H: -0.530 3.643 0.771
C: 1.888 2.199 -4.051
C: 0.781 -3.215 -0.169
H: -1.257 -1.571 -2.222
N: -0.819 -3.109 1.688
H: -3.048 0.670 5.313
O: 2.492 1.168 -4.259
C: -2.246 1.005 4.655
H: 3.636 0.588 -0.978
N: 3.008 0.510 1.374
H: 0.527 -1.591 1.147
H: 1.856 -0.819 -1.011
C: -1.672 0.341 -2.096
H: 0.959 3.353 -2.765
H: -3.727 -0.243 -1.322
H: -4.623 0.992 0.817
C: 2.355 -3.126 -1.956
H: -3.157 0.543 2.772
H: -1.390 -3.091 0.855
N: 1.646 3.167 -4.896
H: 0.652 0.074 -1.223
O: -2.706 1.248 -0.242
H: 0.865 -4.301 -0.151
H: -1.262 -1.268 4.189
H: -3.570 1.275 -2.163
C: 0.490 -2.678 1.226
H: -2.712 -1.352 4.351
H: -1.357 0.981 5.286
O: 1.591 0.101 -1.041
H: 1.890 -4.069 2.152
H: -1.173 -2.340 2.239
H: 2.003 3.107 -5.839
H: 3.408 -2.858 -2.043
H: 0.804 2.839 1.441
H: -0.084 0.688 2.778
O: 5.254 0.741 1.769
C: -3.047 0.592 -1.494
H: -0.950 1.128 -1.873
H: 1.321 -2.803 3.274
H: -2.355 -0.616 -3.923
C: -3.901 1.721 0.451
H: 0.921 3.836 -4.680
O: 2.005 -2.691 -0.631
H: -3.466 2.166 1.347
C: -1.588 0.095 -3.616
H: 2.618 0.421 2.301
H: 1.814 1.884 -2.105
O: -1.194 2.271 2.050
H: 2.513 -2.483 1.939
H: -0.073 -2.954 -0.795
C: 4.278 0.716 1.006
H: -1.695 -1.118 -0.771
C: -1.087 0.848 2.383
H: -1.626 0.987 -4.240
H: 2.105 -4.182 -2.056
N: -1.094 -0.847 -1.537
N: 4.366 0.648 -0.283
H: -2.436 2.046 4.391
N: -2.074 -1.037 3.635
C: 1.615 -3.019 2.247
H: 2.403 0.547 0.566
H: -1.162 0.210 1.502
H: 1.752 -2.588 -2.688
N: 1.525 2.519 -2.836
C: -0.210 2.650 1.089
H: -0.120 2.039 0.191

=====

Here is a 8-piece molecular cluster, C14H44N4O8 overall from OMol25. Energies are from ωB97M-V with the def2-TZVPD basis set.

## Properties
HOMO-LUMO gap, eV: 8.3
SMILES: NC(N)=O.NC(N)=O.CCO.CCO.CCO.CCO.CCO.CCO
Energy, a.u.: -1380.65288
HOMO energy, eV: -8.50
LUMO energy, eV: -0.221
Relative energy (zero: lowest compared OMol25 entry of this formula, charge and spin), kcal/mol: 72.2

Element x y z (Å)
H: -1.758 -0.144 -4.891
O: 0.750 -0.491 -1.827
N: 0.667 0.357 0.139
C: -2.968 -5.170 -0.761
H: 3.628 -3.253 -0.319
C: -3.133 -1.128 1.699
H: -3.146 -0.284 2.389
N: -1.084 0.176 -4.210
H: -1.701 2.591 1.683
H: 0.265 2.590 -3.136
C: -0.855 0.153 5.184
O: 4.051 -2.599 -3.065
C: 0.437 -0.609 -0.678
H: 0.108 4.839 1.020
N: -0.202 1.696 -3.084
H: -3.402 -4.239 -1.125
H: -2.113 -2.491 2.690
H: -0.537 3.564 0.031
C: -1.554 -5.429 -1.103
C: 3.756 -2.226 -0.661
C: -3.348 -0.547 0.247
H: -1.525 0.354 6.020
H: 0.558 1.788 5.795
H: -2.926 -4.839 0.277
C: -0.183 3.788 1.038
H: 0.207 0.924 -2.576
O: -0.720 -4.296 -0.734
H: -0.815 -0.935 5.134
H: -4.348 -0.116 0.191
H: 2.928 2.534 -1.459
H: -1.408 -5.358 -2.181
C: 2.314 4.541 -3.045
H: -0.396 -1.529 0.822
H: -0.533 -0.331 -3.532
C: 0.541 0.772 5.399
H: 4.796 -1.002 -2.089
H: 1.209 4.549 -1.232
H: -0.684 2.326 3.516
H: 2.076 5.603 -3.096
H: 3.632 -3.451 -2.925
H: 4.303 -1.675 0.105
H: 2.824 -1.713 -0.896
H: 5.446 -2.730 -1.642
C: 2.177 4.163 -1.550
H: 0.570 3.041 1.288
O: -1.080 2.258 -5.008
H: 0.494 0.290 1.131
H: -3.545 -6.054 -1.034
H: -1.422 0.079 3.340
H: 2.980 4.523 -0.906
C: -0.808 1.441 -4.153
C: -1.189 3.466 2.081
H: -1.223 -6.400 -0.736
O: -0.587 3.261 3.324
H: -4.053 -1.656 1.948
H: -3.218 -1.348 -0.481
N: 0.166 -1.680 -0.003
H: 1.548 4.111 -3.691
C: 4.619 -2.052 -1.853
O: -1.499 0.678 4.086
H: -1.879 4.309 2.122
H: 1.211 0.771 4.540
H: -2.601 0.237 0.126
H: 0.959 0.172 6.207
O: 2.016 2.798 -1.603
O: -2.034 -2.014 1.861
H: 3.313 4.404 -3.457
H: 0.939 1.234 -0.283
H: 0.066 -2.533 -0.536
H: -1.078 -4.060 0.125